Record 1
Here is a 2-piece molecular cluster, C29H32Br2O overall from OMol25. Energies are from the ωB97M-V functional and the def2-TZVPD basis.

XYZ file:
```
64
Properties=species:S:1:pos:R:3:mulliken_charge:R:1
Br -6.97507 4.42157 2.23506 -0.14
C -5.32575 3.51354 2.11643 0.08
C -5.29936 2.11068 2.01211 -0.59
C -4.08251 1.44611 1.89861 -0.38
C -2.85040 2.15675 1.85538 0.74
C -1.61763 1.46238 1.63155 -0.09
C -0.37681 2.08985 1.53790 -1.31
C 0.72065 1.62255 0.82313 0.43
C 1.93933 2.39604 0.83417 0.23
C 2.83379 2.38576 -0.26768 -0.18
C 3.90526 3.27658 -0.33840 -0.60
C 4.15702 4.16193 0.72458 0.12
Br 5.60242 5.37244 0.63180 -0.15
C 3.32981 4.14725 1.86051 -0.68
C 2.24861 3.27077 1.91697 -0.29
C -2.90611 3.57511 1.98837 -0.37
C -4.12338 4.24009 2.11977 -0.69
H -6.23224 1.55614 2.01363 0.41
H -4.05712 0.35727 1.82835 0.36
H -1.64213 0.37423 1.54290 0.61
H -0.27556 3.04918 2.05433 0.13
H 0.61563 0.79632 0.14190 0.94
H 2.63145 1.68854 -1.08251 0.31
H 4.54858 3.29586 -1.21226 0.43
H 3.53292 4.82553 2.68446 0.41
H 1.62416 3.25804 2.81058 0.48
H -1.98410 4.15492 1.96951 0.30
H -4.14638 5.32171 2.21330 0.41
C 3.10377 -4.31650 0.70687 -2.35
C 2.41551 -2.97623 0.43468 2.41
C 1.97286 -2.40031 1.78018 -1.51
C 3.44730 -2.04564 -0.20621 -1.49
C 1.20138 -3.14330 -0.50853 -0.21
C 0.37922 -1.98781 -0.87385 0.28
O 0.59178 -0.84644 -0.34422 -0.23
C -0.68507 -2.20018 -1.85888 -0.14
C -1.51970 -1.01366 -2.39756 2.81
C -2.58401 -1.47810 -3.39499 -2.38
C -0.60472 -0.01915 -3.11431 -1.64
C -2.24566 -0.30485 -1.25630 -1.40
C -0.92403 -3.48195 -2.32243 -0.32
C -0.16266 -4.57118 -1.91747 -1.81
C 0.88897 -4.38624 -1.02847 -0.16
H 3.49493 -4.76212 -0.21511 0.42
H 3.95220 -4.16715 1.38624 0.43
H 2.41870 -5.02614 1.18492 0.43
H 1.52565 -1.41322 1.64066 0.12
H 1.23585 -3.06441 2.24570 0.32
H 2.83948 -2.31615 2.44704 0.47
H 3.01268 -1.05785 -0.38272 0.12
H 4.31463 -1.94234 0.45713 0.45
H 3.78789 -2.46221 -1.16164 0.33
H -3.28604 -2.17978 -2.93024 0.44
H -3.16430 -0.61596 -3.74639 0.42
H -2.13324 -1.95208 -4.27422 0.47
H 0.15283 0.36748 -2.42699 0.14
H -0.10210 -0.50917 -3.95647 0.40
H -1.19772 0.81868 -3.49997 0.43
H -1.52892 0.12403 -0.55385 -0.28
H -2.87267 0.50624 -1.64907 0.47
H -2.88745 -1.01059 -0.71466 0.44
H -1.72656 -3.66519 -3.03718 0.45
H -0.38300 -5.56614 -2.30453 0.30
H 1.47712 -5.26154 -0.75158 0.45
```

2S+1 ... 1
Lowest unoccupied orbital energy ... -3.06 eV
HOMO-LUMO gap ... 0.106 Eh



Record 2
Here is C29H32BrFN6O3SeY as an isolated structure from OMol25. Energies are from the ωB97M-V functional and the def2-TZVPD basis.

XYZ file:
```
74
Properties=species:S:1:pos:R:3:mulliken_charge:R:1
Y -1.07028 -0.01597 0.34263 0.25
C 5.39445 -3.81787 1.36398 -1.98
C 5.63326 -2.61394 0.46996 0.60
C 6.81903 -1.76326 0.91070 -0.94
C 7.14726 -0.76862 -0.19475 -1.10
C 5.90712 -0.04285 -0.65454 1.24
C 6.02082 1.13887 -1.35317 -0.74
C 4.88896 1.84993 -1.74225 0.05
F 5.05026 2.99316 -2.41832 -0.35
C 3.63148 1.42489 -1.42529 -0.97
C 3.48772 0.23170 -0.70763 0.18
C 2.16736 -0.19829 -0.30681 1.83
O 1.10923 0.37630 -0.69336 -1.13
C 2.14089 -1.29871 0.59483 -0.17
C 3.24868 -2.05198 0.83099 0.08
N 4.45659 -1.71928 0.35334 0.20
C 4.61813 -0.52366 -0.33857 -0.74
C 0.73543 -1.48882 1.06465 0.30
O -0.03697 -2.22185 0.41777 -0.57
O 0.29933 -0.61893 1.88657 -0.56
H 6.32288 -4.38099 1.43257 0.41
H 4.63326 -4.47715 0.94634 0.50
H 5.10917 -3.52685 2.37610 0.40
H 5.83501 -2.97555 -0.54395 0.19
H 7.67711 -2.40004 1.12197 0.38
H 6.56025 -1.23212 1.83037 0.32
H 7.59754 -1.29399 -1.04123 0.37
H 7.87810 -0.03733 0.15148 0.47
H 6.99915 1.54100 -1.58602 0.53
H 2.74879 1.98804 -1.69558 0.63
H 3.17260 -2.95022 1.42321 0.61
Br 3.11962 3.70239 1.91638 -0.14
C 1.48930 3.73469 0.96708 -0.58
C 1.11105 4.84556 0.23186 -0.12
C -0.08444 4.78037 -0.46435 -0.93
C -0.82660 3.61233 -0.42434 -0.24
N -0.46187 2.54461 0.28808 0.20
C 0.67002 2.62172 0.99538 -0.06
H 1.72829 5.73293 0.20587 0.48
H -0.43467 5.62761 -1.03655 0.43
H -1.74872 3.53424 -0.98391 0.40
H 0.93073 1.77175 1.61556 0.77
C -5.28571 -1.90124 1.11215 -1.28
N -3.97833 -2.11553 0.51027 0.42
C -3.00822 -2.73945 1.38816 -1.11
C -3.69212 -1.66714 -0.72959 0.74
N -2.51995 -1.12336 -1.03933 -0.35
N -4.69377 -1.76314 -1.63833 0.10
C -5.62012 -2.88880 -1.64032 -1.22
C -4.70444 -0.95082 -2.84056 -1.15
H -5.14484 -1.38549 2.06440 0.41
H -5.80313 -2.84511 1.30084 0.35
H -5.90063 -1.26775 0.47818 0.37
H -3.45450 -3.64469 1.80678 0.38
H -2.73893 -2.08811 2.22454 0.27
H -2.12019 -3.01888 0.83583 0.37
H -2.41254 -1.10339 -2.04629 0.20
H -5.32848 -3.61139 -0.88331 0.38
H -5.58243 -3.37560 -2.61655 0.42
H -6.64559 -2.56591 -1.45089 0.35
H -4.22043 -1.45295 -3.68489 0.35
H -4.21397 0.00291 -2.65362 0.31
H -5.73911 -0.74674 -3.11447 0.37
Se -2.70948 0.88296 2.20499 -0.16
C -3.78864 2.08932 1.18479 0.61
C -3.78630 2.07794 -0.20974 -0.09
C -4.61516 2.95062 -0.89748 -0.58
N -5.42699 3.81155 -0.29744 -0.58
C -5.41731 3.83199 1.03370 -0.41
C -4.62436 3.00437 1.81559 -0.56
H -3.13850 1.39778 -0.75206 0.33
H -4.62792 2.95843 -1.98449 0.37
H -6.08573 4.54952 1.49716 0.39
H -4.64755 3.06428 2.89496 0.44
```

ΔE to the lowest compared entry with this formula, charge and spin ... 7.9 kcal/mol
2S+1 ... 1
Lowest unoccupied orbital energy ... -2.78 eV
HOMO-LUMO gap ... 0.270 Eh
Charge ... +1



Record 3
Here is an isolated ion of composition C29H32F3N2O and charge +1 from OMol25. Energies are from the ωB97M-V functional and the def2-TZVPD basis.

XYZ file:
```
67
Properties=species:S:1:pos:R:3:mulliken_charge:R:1
C 0.28082 -3.18413 -1.09295 -0.99
N -0.23189 -2.67211 0.14326 0.45
C -0.84403 -3.64986 1.01567 -0.98
C -0.40586 -1.19489 0.19782 -1.69
C -1.67527 -0.90518 1.05947 0.31
C -1.77768 -0.88905 2.45807 0.03
C -3.03338 -0.73494 3.08629 -1.01
C -4.17634 -0.49195 2.32307 0.35
C -5.53701 -0.29403 2.97875 0.81
F -6.36085 0.50627 2.22602 -0.26
F -6.19698 -1.49127 3.13241 -0.24
F -5.45003 0.26938 4.22275 -0.26
C -4.08384 -0.46691 0.93809 -0.87
C -2.84812 -0.67511 0.33213 -0.64
H -0.04492 -4.21538 -1.29497 0.54
H -0.06732 -2.55470 -1.93201 0.26
H 1.38419 -3.16139 -1.07384 0.19
H -0.41189 -4.63915 0.80631 0.47
H -0.66096 -3.43044 2.07310 0.32
H -1.93113 -3.79122 0.88757 0.29
H -0.73976 -0.93355 -0.79993 0.36
H -0.89854 -1.03585 3.10002 0.57
H -3.11807 -0.80413 4.17669 0.43
H -4.95999 -0.28631 0.31743 0.46
H -2.79425 -0.64985 -0.75579 0.51
C 4.54418 -2.38295 -4.78552 -0.74
O 4.90783 -1.71489 -3.53114 -0.46
C 3.95666 -1.24966 -2.67299 0.43
C 4.33655 -0.79325 -1.38488 -1.16
C 3.35627 -0.54664 -0.41769 -0.23
C 1.97267 -0.56407 -0.69823 -0.76
C 0.85620 -0.39059 0.41923 1.11
C 0.49416 1.11830 0.44258 -0.64
N 0.61566 1.91296 1.49113 0.45
C 1.52717 1.64099 2.63011 -0.20
C 1.46431 2.88529 3.52793 -0.65
C 0.55429 3.91773 2.84137 -0.61
C 0.06910 3.29583 1.52697 -0.45
C -0.16955 1.66571 -0.77296 -0.30
C 0.54016 1.95800 -1.96511 -0.12
C -0.13359 2.17443 -3.16690 -0.59
C -1.52993 2.23960 -3.17791 -0.63
C -2.23626 2.12556 -1.97598 -0.82
C -1.56315 1.90144 -0.77992 -0.43
C 1.67004 -0.68597 -2.06524 0.52
C 2.58173 -1.19146 -2.99019 -0.88
H 5.50923 -2.67895 -5.21037 0.26
H 3.92396 -3.27866 -4.61791 0.32
H 4.03013 -1.71059 -5.48915 0.30
H 5.40252 -0.67993 -1.17373 0.42
H 3.67607 -0.30211 0.59550 0.40
H 1.24443 -0.73085 1.39278 1.45
H 1.20560 0.74999 3.18892 0.20
H 2.54616 1.45212 2.25154 0.17
H 1.05069 2.61912 4.50708 0.31
H 2.46687 3.29187 3.69830 0.35
H -0.29596 4.19095 3.48072 0.31
H 1.08985 4.84805 2.62420 0.33
H 0.44782 3.86484 0.66511 0.37
H -1.02959 3.30772 1.47427 0.17
H 1.63522 2.00519 -1.94597 0.44
H 0.44302 2.34039 -4.08113 0.47
H -2.07003 2.43543 -4.10685 0.44
H -3.31745 2.27214 -1.96519 0.48
H -2.12182 1.90878 0.15674 0.49
H 0.70920 -0.36830 -2.48401 0.68
H 2.22267 -1.47781 -3.98096 0.38
```

ΔE to the lowest compared entry with this formula, charge and spin ... 43.8 kcal/mol
Structure (SMILES) ... COc1ccc([C@@H](C(c2ccccc2)=[N+]2CCCC2)[C@H](c2ccc(C(F)(F)F)cc2)N(C)C)cc1
2S+1 ... 1
Lowest unoccupied orbital energy ... -3.63 eV
HOMO-LUMO gap ... 0.257 Eh
Charge ... +1



Energy for the records above, in order: -172721.9227 -184825.0096 -43765.0189 eV
Maximum force for the records above, in order: 1.5 1.7 3.2 eV Å⁻¹